17
Properties=species:S:1:pos:R:3 method="wB97M-V/def2-TZVPD" multiplicity=1 smiles="CC[P@@](N)(=S)SC" gap_ev=9.34
C 2.396 0.034 0.459
C 1.131 0.733 0.915
P -0.223 -0.137 -0.065
N 0.157 0.126 -1.684
S -0.415 -2.116 0.111
S -1.899 1.085 0.151
C -3.040 -0.365 0.111
H 2.230 -1.044 0.119
H 2.778 0.438 -0.495
H 3.142 0.113 1.141
H 1.461 1.700 0.787
H 0.912 0.541 1.913
H 1.166 -0.104 -1.749
H -0.204 0.931 -2.094
H -2.558 -1.216 -0.413
H -3.951 -0.101 -0.303
H -3.083 -0.617 1.096